Here is a molecular structure, C4H6HoLiO2 from the OMol25 dataset. Energies are from ωB97M-V/def2-TZVPD.

Geometry as XYZ:
```
14
Properties=species:S:1:pos:R:3:nbo_charge:R:1
O -0.21661 0.80052 -0.97509 -0.822
C 0.82869 1.51399 -1.26781 0.145
C 1.64988 1.97607 -0.15442 -0.551
Ho 0.64787 -0.19583 -2.87537 2.306
Li 0.13294 -0.23794 0.65580 0.906
H 1.08293 2.13090 0.78096 0.239
H 2.25361 2.86800 -0.35882 0.290
C 2.20059 -0.74460 -0.05612 -0.451
C 2.76881 0.63010 0.03430 -0.404
O 2.09857 -1.17630 -1.48388 -0.890
H 2.85362 -1.48227 0.42810 0.226
H 3.21556 0.78212 1.02650 0.282
H 3.49944 0.84587 -0.76397 0.208
H 2.95798 -1.40990 -1.85304 0.515
```

Summary:
- LUMO level (alpha / beta) (eV) = -9.9 / -10.2
- multiplicity = 5
- Kohn-Sham gap (alpha / beta) (eV) = 5.647 / 5.409
- total charge = +2

=====

Here is a molecular structure, C4H6IN3S2 from the OMol25 dataset. Energies are from ωB97M-V/def2-TZVPD.

Geometry as XYZ:
```
16
Properties=species:S:1:pos:R:3:nbo_charge:R:1
C -1.66375 -1.63209 0.38829 0.178
C -1.13253 0.10832 1.47474 0.132
C 1.49014 1.11204 -1.32240 -0.743
C 1.55519 -0.13072 -0.47760 -0.415
N -1.23710 -1.23636 1.54461 -0.500
N -1.44739 0.57359 0.29566 -0.294
N -1.86898 -0.56771 -0.37186 -0.384
S 1.94192 1.63027 1.87070 -0.417
S 1.83996 -0.17729 1.17416 0.546
I 1.05351 -1.97479 -1.20987 0.247
H -2.02509 -2.59842 0.19707 0.211
H 0.57884 1.85541 -1.07337 0.287
H 2.37957 1.83887 -0.98390 0.262
H 1.63604 1.08838 -2.37519 0.243
H -2.22501 -0.61210 -1.40905 0.428
H -0.87532 0.72260 2.27803 0.219
```

Summary:
- LUMO level (alpha / beta) (eV) = -1.0 / -1.0
- multiplicity = 1
- Kohn-Sham gap (alpha / beta) (eV) = 7.239 / 7.237
- energy above the lowest of the compared OMol25 structures with the same formula, charge and spin (kcal/mol) = 35.7

=====

Here is 2 unconnected molecules or ions with the total composition C4H6INO from the OMol25 dataset. Energies are from ωB97M-V/def2-TZVPD.

Geometry as XYZ:
```
13
Properties=species:S:1:pos:R:3:nbo_charge:R:1
C -2.58387 0.39317 0.01596 -0.200
C -1.46286 0.60721 0.74173 -0.328
C -0.28023 0.67389 -0.05219 0.692
C 2.22624 0.27237 -0.03561 -0.441
N 1.05366 1.10128 -0.27930 -0.060
O 0.11180 0.61051 -1.35808 -0.327
I -0.00591 3.75039 1.88761 -0.748
H -3.47799 0.54502 0.62643 0.238
H -2.45584 0.30568 -1.01209 0.214
H -1.41916 0.56534 1.82522 0.290
H 2.81505 0.69695 0.69515 0.253
H 1.91382 -0.74222 0.22170 0.185
H 2.65568 0.06884 -0.95561 0.233
```

Summary:
- LUMO level (alpha / beta) (eV) = -2.8 / -2.8
- multiplicity = 1
- Kohn-Sham gap (alpha / beta) (eV) = 4.360 / 4.354
- energy above the lowest of the compared OMol25 structures with the same formula, charge and spin (kcal/mol) = 156.8

=====

Here is a molecular structure, C4H6INO from the OMol25 dataset. Energies are from ωB97M-V/def2-TZVPD.

Geometry as XYZ:
```
13
Properties=species:S:1:pos:R:3:nbo_charge:R:1
C -0.01961 0.40887 -0.34043 0.682
C -2.49960 -0.44391 1.03629 0.368
C -0.73641 1.22793 -1.16522 -0.859
C 1.00505 -1.20402 1.26082 -0.437
N 0.74535 -0.24094 0.27376 -0.305
O -3.14080 -1.11596 1.71682 -0.541
I -4.02624 0.92072 -0.69665 -0.531
H -0.57455 2.28293 -0.97212 0.294
H -0.60739 0.98300 -2.21430 0.293
H -1.90481 1.08252 -0.96390 0.317
H 1.94083 -1.70262 1.00734 0.232
H 0.19482 -1.93162 1.33086 0.244
H 1.11847 -0.69787 2.22157 0.242
```

Summary:
- LUMO level (eV) = -0.3
- multiplicity = 1
- Kohn-Sham gap (eV) = 7.146
- energy above the lowest of the compared OMol25 structures with the same formula, charge and spin (kcal/mol) = 65.7

=====

Here is a single C4H6INS molecule from the OMol25 dataset. Energies are from ωB97M-V/def2-TZVPD.

Geometry as XYZ:
```
13
Properties=species:S:1:pos:R:3:nbo_charge:R:1
C 0.27981 1.13207 -0.10388 0.225
C -0.44307 0.14835 -0.96979 -0.452
C -0.58874 0.42158 1.96780 -0.018
C 0.57799 -1.04778 -1.14107 -0.573
N 0.18098 1.15691 1.13994 -0.422
S -1.96390 -0.34371 -0.16558 -0.189
I 0.37241 -1.17791 3.01857 0.214
H 0.80229 1.85205 -0.58287 0.190
H -0.56506 0.68094 -1.91136 0.232
H -1.34661 0.96633 2.28002 0.182
H 1.61066 -0.57719 -1.57592 0.182
H 0.29226 -1.89007 -1.75783 0.232
H 0.79097 -1.32156 -0.19804 0.198
```

Summary:
- LUMO level (eV) = -0.5
- multiplicity = 1
- Kohn-Sham gap (eV) = 7.576
- energy above the lowest of the compared OMol25 structures with the same formula, charge and spin (kcal/mol) = 55.3

=====

Here is a molecular structure, C4H6InO4 from the OMol25 dataset. Energies are from ωB97M-V/def2-TZVPD.

Geometry as XYZ:
```
15
Properties=species:S:1:pos:R:3:mulliken_charge:R:1
In 1.47719 0.31630 -1.81914 0.972
C 0.00562 1.43374 1.28235 -0.696
C 1.38588 1.77541 0.76303 0.884
O 1.86315 1.25772 -0.27226 -0.519
O 2.17190 2.48667 1.40167 -0.519
H -0.64060 1.53988 0.41101 0.315
H -0.16537 2.00546 2.19449 0.331
H 0.15313 0.36293 1.42279 0.171
C -1.40148 -1.95240 -0.56893 -1.006
C -0.22901 -1.12724 -1.05072 0.941
O 0.62282 -1.66210 -1.79450 -0.504
O -0.08782 0.07872 -0.75159 -0.373
H -2.26014 -1.31582 -0.35544 0.323
H -1.15820 -2.45003 0.36982 0.312
H -1.73712 -2.74927 -1.23258 0.367
```

Summary:
- LUMO level (eV) = -8.7
- multiplicity = 1
- Kohn-Sham gap (eV) = 4.753
- total charge = +1
- energy above the lowest of the compared OMol25 structures with the same formula, charge and spin (kcal/mol) = 40.2

=====

Here is a molecular structure, C4H6Li2O4 from the OMol25 dataset. Energies are from ωB97M-V/def2-TZVPD.

Geometry as XYZ:
```
16
Properties=species:S:1:pos:R:3:nbo_charge:R:1
O -0.04967 1.04343 -0.81554 -0.533
C 0.54254 -0.01164 -1.61381 -0.142
H -0.17114 -0.17874 -2.43089 0.227
H 1.57635 0.30676 -1.82060 0.189
C 0.26017 0.88811 0.64300 1.013
O 1.41934 0.91394 1.06911 -0.732
Li 2.70221 -0.42657 0.78229 0.959
O -0.69076 1.39905 1.40359 -0.466
C -2.06797 1.09663 1.14593 -0.263
H -2.25465 0.03027 1.31662 0.190
H -2.63407 1.70289 1.85823 0.223
H -2.33087 1.36905 0.11687 0.210
O 1.70385 -1.74913 -0.04490 -1.029
C 0.57406 -1.30287 -0.54954 0.031
Li 1.75095 -3.15483 -0.49891 0.967
H -0.33033 -1.92635 -0.56146 0.156
```

Summary:
- LUMO level (alpha / beta) (eV) = -4.0 / -4.2
- multiplicity = 2
- Kohn-Sham gap (alpha / beta) (eV) = 7.360 / 9.815
- total charge = +1
- energy above the lowest of the compared OMol25 structures with the same formula, charge and spin (kcal/mol) = 21.9

=====

Here is a molecular structure, C4H6LiNiO2 from the OMol25 dataset. Energies are from ωB97M-V/def2-TZVPD.

Geometry as XYZ:
```
14
Properties=species:S:1:pos:R:3:nbo_charge:R:1
O 1.33881 -0.23063 -1.56340 -1.009
Ni 1.58130 -1.67462 -0.42841 0.231
C 0.35527 0.73727 -1.45924 -0.035
C -0.20784 0.92966 -0.04319 -0.423
H 0.74353 1.72662 -1.78691 0.128
H 0.61128 1.38456 0.54072 0.249
H -0.94901 1.74595 -0.06416 0.197
H -0.50328 0.52220 -2.13584 0.105
C -1.13421 -0.47807 0.40274 -0.529
C -0.16964 -0.53198 1.46553 0.247
O 0.20926 -0.17466 2.60791 -0.731
Li 1.45180 -2.26121 2.13901 0.156
H -1.18458 -1.09800 -0.50303 0.235
H -2.14269 -0.59710 0.82827 0.179
```

Summary:
- LUMO level (alpha / beta) (eV) = 2.9 / 2.8
- multiplicity = 3
- Kohn-Sham gap (alpha / beta) (eV) = 3.814 / 4.697
- total charge = -1

=====

| no. | molecular weight (g/mol) |
| --- | --- |
| 1 | 257.961 |
| 2 | 287.151 |
| 3 | 211.002 |
| 4 | 211.002 |
| 5 | 227.070 |
| 6 | 232.906 |
| 7 | 131.970 |
| 8 | 151.724 |